{"formula": "C37H56Br2ClF13N2O15S5", "method": "ωB97M-V/def2-TZVPD", "total_charge": 0, "relative_energy_kj_mol": 2164.2, "e_tot_ha": -11577.98166, "smiles": "CCN(CCC1=C(N)C(=O)c2c(Cl)c(CCC(F)(F)C(F)(F)C(F)(F)C(F)(F)S(F)(F)(F)(F)F)cc([C@@H](Br)[C@@H](C)Br)c2C1=O)C(C)=O.CCOS(C)(=O)=O.CCOS(C)(=O)=O.CCOS(C)(=O)=O.CCOS(C)(=O)=O", "fmax_ev_per_a": 8.432, "gap_ev": 6.13, "elements": ["C", "C", "N", "C", "C", "C", "C", "N", "C", "O", "C", "C", "Cl", "C", "C", "C", "C", "F", "F", "C", "F", "F", "C", "F", "F", "C", "F", "F", "S", "F", "F", "F", "F", "F", "C", "C", "C", "Br", "C", "C", "Br", "C", "C", "O", "C", "C", "O", "H", "H", "H", "H", "H", "H", "H", "H", "H", "H", "H", "H", "H", "H", "H", "H", "H", "H", "H", "H", "H", "H", "H", "H", "C", "C", "O", "S", "C", "O", "O", "H", "H", "H", "H", "H", "H", "H", "H", "C", "C", "O", "S", "C", "O", "O", "H", "H", "H", "H", "H", "H", "H", "H", "C", "C", "O", "S", "C", "O", "O", "H", "H", "H", "H", "H", "H", "H", "H", "C", "C", "O", "S", "C", "O", "O", "H", "H", "H", "H", "H", "H", "H", "H"], "positions_angstrom": [[8.153876, -1.070556, 6.150263], [7.518653, -2.333624, 5.319735], [6.027109, -2.258763, 5.078290], [5.761222, -2.210001, 3.589621], [5.996747, -3.680674, 2.828918], [4.457032, -4.170793, 2.396778], [3.912816, -3.583486, 1.106916], [4.681397, -2.629522, 0.212581], [2.353702, -4.019345, 0.685306], [2.001719, -4.249234, -0.582456], [1.323115, -4.185060, 1.992436], [-0.247868, -3.691820, 1.874832], [-0.894051, -2.983991, 0.258617], [-1.175408, -3.855957, 3.243998], [-2.762778, -3.329872, 3.217161], [-2.952675, -2.521097, 4.669052], [-4.189535, -1.446287, 4.659230], [-5.043502, -1.858774, 5.841416], [-5.020191, -1.781303, 3.481568], [-3.812279, 0.113299, 4.883821], [-2.513355, 0.273896, 5.644744], [-4.819460, 0.626954, 5.899366], [-3.972821, 1.149028, 3.648639], [-3.934145, 2.535140, 4.260656], [-5.427901, 1.075990, 3.222264], [-3.121692, 0.959447, 2.305068], [-3.558041, 2.083497, 1.385514], [-3.487227, -0.274680, 1.508907], [-1.277573, 1.018735, 2.351985], [-1.085262, -0.453007, 3.193222], [-1.152004, 2.004790, 3.726460], [-1.314728, 2.481772, 1.393577], [-1.268482, 0.163476, 0.828779], [0.435946, 1.092851, 2.227871], [-0.573748, -4.530160, 4.651417], [1.011807, -5.035083, 4.780567], [1.653433, -5.704949, 6.146519], [1.099531, -4.715138, 7.841467], [1.306062, -7.337413, 6.241590], [-0.200419, -7.639986, 6.828154], [1.406888, -8.259423, 4.445675], [1.928871, -4.816547, 3.417977], [3.553966, -5.207233, 3.350033], [4.098657, -6.265688, 3.954665], [5.432640, -1.063715, 5.812831], [4.927458, -1.125189, 7.405992], [5.307152, 0.166115, 5.240256], [9.332529, -1.255556, 6.192041], [8.024163, -0.024791, 5.621004], [7.816806, -1.022922, 7.290478], [7.706582, -3.299435, 5.976661], [8.072685, -2.401916, 4.283793], [6.373666, -1.339932, 3.100621], [4.613548, -1.903350, 3.470680], [6.489748, -4.432268, 3.579438], [6.634290, -3.441245, 1.877427], [4.033964, -2.479888, -0.619272], [5.557470, -3.112409, -0.134387], [-3.533634, -4.211232, 3.213014], [-2.850043, -2.626972, 2.286421], [-3.184173, -3.392447, 5.452387], [-1.907488, -2.099199, 4.964572], [-1.242699, -4.666151, 5.626511], [2.845486, -5.657509, 6.161561], [2.134323, -7.867195, 6.916953], [-0.382091, -8.813140, 6.797648], [-0.982302, -7.144083, 6.112654], [-0.279531, -7.318652, 7.950593], [5.822647, -1.121370, 8.166626], [4.304320, -2.099582, 7.615987], [4.246998, -0.199566, 7.694422], [0.339983, -3.365789, -3.045913], [-0.712931, -4.335520, -3.549827], [-1.207060, -3.948890, -4.823494], [-0.276125, -4.210716, -6.136254], [-1.521168, -3.893143, -7.360269], [0.076327, -5.614506, -6.189749], [0.718282, -3.163888, -6.218147], [1.240445, -3.403353, -3.666521], [0.627748, -3.606523, -2.019466], [-0.032976, -2.337267, -3.079719], [-0.327674, -5.360332, -3.577399], [-1.562776, -4.328573, -2.858858], [-2.300474, -4.653786, -7.283479], [-1.046885, -3.941840, -8.342994], [-1.933230, -2.895116, -7.197088], [-1.460017, 2.138863, -2.501727], [-2.512931, 1.169132, -3.005641], [-3.007060, 1.555762, -4.279308], [-2.076125, 1.293935, -5.592068], [-3.321168, 1.611508, -6.816083], [-1.723673, -0.109855, -5.645563], [-1.081718, 2.340764, -5.673961], [-0.559555, 2.101298, -3.122335], [-1.172252, 1.898128, -1.475280], [-1.832976, 3.167384, -2.535533], [-2.127674, 0.144319, -3.033213], [-3.362776, 1.176078, -2.314672], [-4.100474, 0.850865, -6.739293], [-2.846885, 1.562811, -7.798808], [-3.733230, 2.609535, -6.652902], [-4.658106, 5.650424, -0.558143], [-3.492120, 6.529555, -0.971110], [-3.455112, 6.714847, -2.378295], [-4.524585, 7.738933, -3.060942], [-3.764591, 7.821112, -4.662458], [-4.404722, 9.035187, -2.426064], [-5.795758, 7.062702, -3.195976], [-5.614225, 6.145549, -0.753299], [-4.609545, 5.419850, 0.509018], [-4.657307, 4.714384, -1.125528], [-3.519436, 7.494010, -0.452935], [-2.556445, 6.036454, -0.686352], [-2.784895, 8.293731, -4.569617], [-4.408676, 8.420113, -5.310081], [-3.672990, 6.809911, -5.064408], [0.740150, 9.158170, -9.337171], [-0.103243, 7.912402, -9.137958], [0.359613, 7.143058, -8.038073], [0.029350, 7.660212, -6.527441], [0.501116, 6.176909, -5.675123], [-1.402192, 7.834381, -6.393041], [0.967808, 8.703157, -6.176779], [0.621544, 9.853086, -8.500259], [0.449143, 9.679863, -10.252325], [1.802546, 8.901288, -9.395689], [-1.161952, 8.165231, -9.016973], [-0.021855, 7.281353, -10.029516], [-0.175205, 5.369263, -5.961639], [0.423650, 6.366368, -4.602198], [1.533155, 5.931406, -5.934169]], "forces_ev_per_angstrom": [[1.45, -0.04, 0.15], [1.13, -0.10, 1.34], [-0.42, 2.15, 0.15], [-1.44, 0.93, -0.44], [-1.52, 0.74, 0.54], [-0.75, 1.37, -3.01], [0.32, -1.72, 3.13], [-1.93, -2.88, 0.17], [-0.66, -0.90, -3.50], [2.21, 1.59, 7.98], [-1.85, 0.00, 1.87], [2.17, -1.99, 3.78], [0.98, -1.24, 3.05], [2.12, -1.14, 0.08], [1.53, 0.27, 0.76], [0.39, -1.13, -0.33], [-1.09, -3.77, 1.06], [2.23, 1.52, -3.36], [2.13, 1.87, 3.17], [-1.11, 1.59, 4.04], [-3.95, -0.69, -3.06], [3.09, -1.38, -3.39], [-3.95, 2.39, 1.36], [0.72, -4.59, -2.48], [4.80, -0.23, 1.12], [-3.90, 0.64, -4.43], [0.92, -3.88, 3.35], [0.76, 3.90, 3.60], [5.85, 1.47, -2.90], [-1.03, 3.16, -1.42], [-0.84, -2.57, -2.48], [0.63, -2.94, 2.24], [0.28, 1.67, 3.33], [-3.60, -0.32, 0.43], [2.81, 0.19, -2.78], [-1.42, 1.93, -3.61], [1.00, -1.04, -1.74], [0.28, -0.79, -1.44], [-0.60, 0.10, 1.70], [0.60, -0.89, -0.29], [0.03, 0.77, 1.19], [-2.17, 0.64, -0.17], [1.67, -2.98, 1.05], [-3.31, 6.74, -3.33], [-0.58, 5.92, -1.67], [-0.14, -0.56, 0.01], [0.60, -7.80, 2.96], [-2.52, 0.31, -0.09], [-0.05, -2.25, 1.11], [0.52, -0.09, -2.67], [-0.08, 1.88, -1.56], [-1.12, 0.01, 2.10], [-0.96, -1.74, 0.71], [2.59, -0.70, 0.14], [-0.93, 1.36, -1.72], [-1.20, -0.91, 1.88], [1.29, -0.24, 1.22], [-1.38, 0.73, 0.51], [1.67, 1.71, -0.33], [-0.04, -1.47, 1.85], [0.13, 2.36, -1.57], [-2.23, -0.29, -0.50], [1.49, 0.47, -2.50], [-2.82, 0.24, -0.40], [-1.88, 1.33, -1.56], [0.45, 2.54, -0.04], [1.41, -0.81, 1.58], [0.05, -0.32, -2.30], [-1.57, -0.09, -1.74], [1.31, 1.80, -0.58], [1.59, -1.87, -1.15], [0.28, 0.10, -0.02], [0.65, -0.07, 1.04], [0.04, -0.13, -1.53], [-0.32, 0.23, 0.36], [-0.21, 0.05, 0.08], [0.06, 1.16, 0.21], [-0.52, -1.12, 0.07], [-0.13, -0.01, 0.09], [-0.17, 0.00, -0.31], [-0.05, -0.11, -0.02], [-0.05, 0.10, -0.15], [-0.09, 0.00, -0.40], [0.17, 0.10, 0.06], [0.09, -0.04, 0.23], [0.13, -0.12, 0.07], [0.33, 0.13, -0.11], [0.57, -0.14, 1.09], [0.11, -0.07, -1.48], [-0.41, -0.07, 0.29], [-0.17, 0.06, 0.09], [0.05, 1.23, 0.21], [-0.46, -0.95, 0.09], [-0.12, -0.03, 0.10], [-0.11, -0.02, -0.05], [-0.04, -0.14, 0.06], [-0.04, 0.08, -0.17], [-0.08, 0.01, -0.41], [0.16, 0.11, 0.06], [0.09, -0.03, 0.22], [0.10, -0.16, 0.03], [-0.37, 0.01, -0.03], [-0.22, -0.26, 1.07], [-0.32, 0.65, -1.00], [0.37, -0.06, -0.31], [0.13, -0.08, 0.22], [-0.41, -1.15, -0.16], [0.72, 0.67, 0.42], [0.15, -0.07, 0.04], [0.09, 0.02, -0.07], [0.08, 0.10, 0.10], [-0.03, -0.01, -0.19], [-0.02, 0.17, -0.36], [-0.26, -0.14, 0.02], [-0.01, -0.06, 0.23], [0.00, 0.17, 0.12], [0.10, 0.30, 0.22], [-0.21, 0.80, -0.88], [-0.12, -0.27, 1.41], [0.54, -0.41, -0.31], [-0.01, -0.13, -0.16], [1.08, 0.30, -0.29], [-1.09, -0.54, -0.26], [0.00, -0.09, -0.14], [0.00, -0.12, 0.03], [-0.17, -0.02, -0.06], [0.10, -0.08, 0.15], [0.02, -0.18, 0.39], [0.09, 0.12, 0.00], [-0.04, 0.14, -0.18], [-0.18, 0.11, -0.01]], "mulliken_charge": [-0.9468, -0.3777, 0.1728, -0.6115, -0.5237, -0.1870, 0.5831, -0.5829, -0.1164, -0.5695, -0.0091, -0.1539, -0.1234, 0.3451, -0.1346, -1.1071, 0.7117, -0.3475, -0.2709, 0.4647, -0.2472, -0.3237, 0.6002, -0.2771, -0.2834, 0.6903, -0.2294, -0.2305, 1.2835, -0.1843, -0.3107, -0.3707, -0.3060, -0.3050, -0.3707, 0.4449, -0.3925, -0.1232, -0.1261, -0.8564, -0.1175, 0.4082, -0.1515, -0.5702, 0.3658, -0.7691, -0.5672, 0.3508, 0.2683, 0.2100, 0.2376, 0.3024, 0.3051, 0.3428, 0.3911, 0.2409, 0.3383, 0.3005, 0.4062, 0.0687, 0.3215, 0.5244, 0.1609, 0.3711, 0.4022, 0.3460, 0.1684, 0.3106, 0.2019, 0.1820, 0.2833, -0.1224, -0.4108, -0.2645, 1.2458, -0.8270, -0.6545, -0.6071, 0.3909, -0.2183, 0.1095, 0.3595, 0.2077, 0.3099, 0.3705, 0.1995, -0.7316, -0.1479, -0.3079, 1.0911, -0.9932, -0.5406, -0.5514, 0.3386, 0.1757, 0.1933, 0.2061, 0.2186, 0.3221, 0.3747, 0.3309, -0.9272, -0.4374, -0.1565, 1.1596, -0.9280, -0.6423, -0.6120, 0.3490, 0.3864, 0.1900, 0.3627, 0.2312, 0.2996, 0.4478, 0.2917, -0.9860, -0.3052, -0.2836, 1.1718, -0.9073, -0.5922, -0.6212, 0.2919, 0.3882, 0.2640, 0.2909, 0.2696, 0.2635, 0.3823, 0.3611]}